{"formula": "C24H51BrF6NO14P3", "method": "ωB97M-V/def2-TZVPD", "max_force_ev_per_a": 7.6, "e_tot_ha": -6250.54710, "smiles": "CCN(CCCC(F)(F)C(F)(F)F)[C@](O)(CCO)[C@](F)(Br)OCP(=O)(O)O.CCOP(=O)(OCC)OCC.CCOP(=O)(OCC)OCC", "gap_ev": 8.526, "homo_ev": -8.82, "symbols": ["C", "C", "N", "C", "C", "C", "C", "F", "F", "C", "F", "F", "F", "C", "O", "C", "C", "O", "C", "F", "Br", "O", "C", "P", "O", "O", "O", "H", "H", "H", "H", "H", "H", "H", "H", "H", "H", "H", "H", "H", "H", "H", "H", "H", "H", "H", "H", "H", "O", "P", "O", "C", "C", "O", "C", "C", "O", "C", "C", "H", "H", "H", "H", "H", "H", "H", "H", "H", "H", "H", "H", "H", "H", "H", "O", "P", "O", "C", "C", "O", "C", "C", "O", "C", "C", "H", "H", "H", "H", "H", "H", "H", "H", "H", "H", "H", "H", "H", "H", "H"], "xyz": [[3.542, -4.622, 3.236], [3.372, -3.187, 3.834], [2.790, -2.171, 2.968], [1.444, -2.455, 2.496], [0.318, -1.477, 2.998], [0.738, -0.466, 4.086], [0.495, -1.034, 5.510], [-0.706, -0.567, 5.959], [0.419, -2.384, 5.523], [1.586, -0.589, 6.527], [1.125, -0.672, 7.778], [2.005, 0.652, 6.319], [2.616, -1.435, 6.435], [3.639, -1.541, 1.980], [2.828, -0.472, 1.489], [3.965, -2.489, 0.771], [4.265, -1.777, -0.578], [3.136, -1.933, -1.455], [4.985, -0.973, 2.543], [5.883, -1.972, 2.755], [4.757, -0.130, 4.326], [5.635, -0.145, 1.615], [5.536, 1.248, 1.843], [6.057, 2.056, 0.217], [7.084, 1.224, -0.393], [4.763, 2.259, -0.768], [6.766, 3.491, 0.537], [4.251, -4.677, 2.403], [3.980, -5.231, 4.049], [2.576, -5.091, 3.004], [2.652, -3.331, 4.659], [4.308, -2.920, 4.333], [1.359, -2.479, 1.398], [1.135, -3.464, 2.814], [-0.005, -0.890, 2.123], [-0.574, -2.025, 3.333], [0.046, 0.390, 4.016], [1.747, -0.059, 3.974], [3.361, 0.134, 0.966], [4.829, -3.138, 0.986], [3.141, -3.188, 0.573], [5.097, -2.291, -1.077], [4.525, -0.711, -0.498], [2.543, -1.195, -1.265], [4.510, 1.608, 2.032], [6.256, 1.637, 2.577], [4.086, 1.656, -0.422], [6.505, 3.810, 1.416], [-0.282, -1.398, -6.104], [-1.176, -0.624, -5.184], [-0.144, 0.509, -4.578], [0.475, 1.433, -5.462], [-0.499, 2.493, -5.945], [-1.228, -1.640, -3.901], [-0.815, -3.002, -4.007], [0.642, -3.150, -3.624], [-2.511, 0.142, -4.513], [-3.546, 0.637, -5.374], [-3.811, -0.244, -6.578], [0.924, 0.906, -6.309], [1.285, 1.907, -4.906], [-1.241, 2.056, -6.620], [0.024, 3.281, -6.488], [-1.032, 2.938, -5.104], [-1.014, -3.396, -5.004], [-1.433, -3.578, -3.314], [1.279, -2.442, -4.154], [0.999, -4.160, -3.831], [0.772, -2.948, -2.559], [-3.301, 1.656, -5.687], [-4.453, 0.703, -4.770], [-2.938, -0.282, -7.241], [-4.651, 0.143, -7.156], [-4.037, -1.266, -6.269], [-3.441, 1.419, 0.884], [-4.541, 2.330, 0.427], [-5.864, 1.360, 0.550], [-6.228, 0.835, 1.819], [-6.850, 1.894, 2.711], [-4.310, 2.276, -1.191], [-3.091, 1.778, -1.747], [-3.193, 0.301, -2.061], [-5.477, 3.697, 0.165], [-5.429, 4.791, 1.085], [-4.052, 5.040, 1.664], [-5.361, 0.380, 2.306], [-6.954, 0.042, 1.635], [-6.098, 2.628, 3.021], [-7.269, 1.445, 3.613], [-7.641, 2.429, 2.183], [-2.249, 1.990, -1.089], [-2.914, 2.332, -2.673], [-3.566, -0.272, -1.208], [-2.227, -0.097, -2.349], [-3.896, 0.136, -2.870], [-6.159, 4.628, 1.882], [-5.754, 5.677, 0.536], [-3.720, 4.191, 2.275], [-4.060, 5.925, 2.301], [-3.317, 5.183, 0.870]], "mulliken_charge": [-1.23, -0.86, 1.46, -1.00, -0.89, -0.66, 0.88, -0.34, -0.29, 0.52, -0.29, -0.26, -0.23, 0.20, -0.64, -0.67, -0.78, -0.46, -0.21, -0.31, -0.08, -0.26, -0.79, 0.99, -0.63, -0.50, -0.51, 0.23, 0.46, 0.30, 0.32, 0.51, 0.30, 0.66, 0.39, 0.42, 0.50, 0.04, 0.21, 0.40, 0.54, 0.32, 0.15, 0.34, 0.50, 0.46, 0.41, 0.33, -0.82, 0.85, -0.26, -0.41, -0.99, -0.33, -0.48, -0.85, 0.16, -0.26, -1.36, 0.34, 0.34, 0.23, 0.44, 0.16, 0.34, 0.41, 0.23, 0.47, 0.07, 0.28, 0.36, 0.36, 0.41, 0.35, -0.73, 1.19, -0.38, -0.32, -0.96, -0.42, -0.09, -0.56, -0.36, -0.22, -1.15, 0.23, 0.35, 0.20, 0.43, 0.24, 0.24, 0.09, 0.47, -0.01, 0.10, 0.23, 0.33, 0.35, 0.39, 0.33]}

---

{"formula": "C25H37Cu2MnN3O14", "method": "ωB97M-V/def2-TZVPD", "max_force_ev_per_a": 12.9, "e_tot_ha": -6624.05795, "gap_ev": [6.511, 4.591], "homo_ev": [-7.23, -6.70], "spin_multiplicity": 8, "symbols": ["Cu", "Cu", "Mn", "C", "O", "O", "O", "C", "C", "C", "O", "C", "C", "C", "O", "O", "O", "H", "H", "C", "C", "C", "O", "C", "C", "C", "O", "O", "O", "H", "H", "C", "C", "C", "O", "C", "N", "H", "H", "H", "H", "H", "H", "H", "H", "H", "H", "H", "C", "C", "C", "O", "C", "N", "H", "H", "H", "H", "H", "H", "H", "H", "H", "H", "H", "C", "C", "C", "O", "C", "N", "H", "H", "H", "H", "H", "H", "H", "H", "H", "H", "H"], "xyz": [[-5.959, 31.132, 0.374], [-3.002, 28.721, 2.069], [-6.770, 29.894, 4.044], [-4.761, 30.801, 2.749], [-4.183, 30.620, 1.704], [-4.703, 29.925, 3.599], [-5.925, 31.022, 2.523], [-8.071, 26.222, 2.049], [-7.853, 25.069, 1.311], [-6.456, 24.795, 0.728], [-6.211, 23.657, 0.153], [-5.442, 25.603, 1.019], [-5.592, 26.806, 1.823], [-7.087, 27.236, 2.214], [-7.268, 28.337, 2.770], [-4.590, 27.439, 2.073], [-8.849, 24.241, 1.278], [-9.042, 26.380, 2.494], [-4.461, 25.447, 0.595], [-1.615, 28.432, -2.236], [-2.435, 29.081, -1.173], [-3.595, 30.063, -1.786], [-4.548, 30.406, -1.091], [-3.469, 30.480, -3.218], [-2.580, 29.895, -4.046], [-1.603, 28.855, -3.511], [-0.766, 28.178, -4.283], [-2.829, 30.168, -5.332], [-2.503, 28.751, 0.000], [-0.984, 27.579, -2.039], [-4.333, 31.010, -3.589], [-5.112, 35.574, 0.815], [-5.611, 34.120, 0.841], [-7.203, 34.004, 0.793], [-7.644, 32.685, 0.725], [-9.074, 32.608, 0.483], [-5.054, 33.234, -0.191], [-5.534, 35.959, -0.113], [-4.047, 35.641, 0.590], [-5.379, 36.233, 1.641], [-5.297, 33.750, 1.817], [-7.609, 34.376, -0.148], [-7.605, 34.720, 1.510], [-9.570, 33.152, 1.286], [-9.512, 31.613, 0.403], [-9.289, 33.047, -0.491], [-5.637, 33.488, -0.976], [-4.151, 33.508, -0.551], [-10.205, 32.662, 4.409], [-8.824, 31.964, 4.248], [-8.041, 32.165, 5.581], [-6.674, 31.764, 5.319], [-5.712, 32.390, 6.272], [-8.843, 30.543, 3.933], [-10.716, 32.658, 3.446], [-10.080, 33.725, 4.617], [-10.868, 32.154, 5.109], [-8.254, 32.555, 3.531], [-8.667, 31.804, 6.397], [-8.039, 33.245, 5.733], [-5.669, 33.456, 6.048], [-4.766, 31.873, 6.114], [-6.026, 32.250, 7.307], [-9.324, 30.048, 4.670], [-9.643, 30.510, 3.318], [-0.008, 31.596, 3.638], [-0.479, 30.161, 3.432], [-1.435, 29.742, 4.573], [-1.922, 28.535, 4.082], [-2.638, 27.816, 5.061], [-1.108, 30.122, 2.090], [0.354, 31.709, 4.659], [-0.860, 32.276, 3.642], [0.730, 31.950, 2.918], [0.335, 29.442, 3.527], [-2.203, 30.502, 4.711], [-0.851, 29.616, 5.485], [-3.215, 26.998, 4.630], [-3.340, 28.441, 5.612], [-1.952, 27.589, 5.877], [-1.214, 31.115, 1.940], [-0.358, 29.946, 1.436]], "mulliken_charge": [0.10, 0.42, 0.52, 1.47, -0.86, -0.57, 0.07, -0.63, 0.30, 0.29, -0.54, -0.43, 0.25, -0.10, -0.25, -0.09, -0.67, 0.43, 0.52, -0.58, 0.06, 0.16, -0.24, -0.45, 0.33, 0.31, -0.66, -0.59, -0.27, 0.46, 0.43, -1.62, 0.68, -1.02, 0.15, -1.04, -0.32, 0.40, 0.40, 0.37, -0.11, 0.51, 0.38, 0.32, 0.30, 0.34, 0.30, 0.23, -1.62, 0.94, -0.97, -0.12, -0.81, -0.22, 0.42, 0.42, 0.41, -0.27, 0.39, 0.44, 0.35, 0.10, 0.34, 0.27, 0.32, -1.62, 0.28, -0.57, -0.16, -0.93, -0.23, 0.39, 0.45, 0.38, 0.34, -0.06, 0.54, 0.24, 0.22, 0.39, 0.18, 0.28]}

---

{"formula": "C4H7NO2", "method": "ωB97M-V/def2-TZVPD", "max_force_ev_per_a": 0.9, "e_tot_ha": -361.80869, "e_above_lowest_kcal_mol": 45.3, "smiles": "O=CN1CC(O)C1", "gap_ev": 10.395, "homo_ev": -9.59, "symbols": ["O", "C", "C", "N", "C", "C", "O", "H", "H", "H", "H", "H", "H", "H"], "xyz": [[-1.137, -0.095, -1.227], [-1.156, -0.248, 0.169], [0.024, -1.233, 0.363], [0.930, -0.053, 0.482], [-0.223, 0.806, 0.828], [1.672, 0.388, -0.587], [1.795, 1.556, -0.898], [-1.570, 0.718, -1.503], [-2.171, -0.430, 0.572], [0.049, -1.844, 1.272], [0.155, -1.866, -0.520], [-0.285, 0.939, 1.914], [-0.187, 1.781, 0.338], [2.105, -0.420, -1.204]], "mulliken_charge": [-0.51, 0.14, -0.73, -0.11, -0.67, 0.21, -0.55, 0.31, 0.42, 0.27, 0.31, 0.26, 0.31, 0.33]}

---

{"formula": "C10H6HfN2O5S", "method": "ωB97M-V/def2-TZVPD", "max_force_ev_per_a": 2.6, "e_tot_ha": -1314.40403, "gap_ev": 3.630, "total_charge": 4, "homo_ev": -22.82, "symbols": ["O", "C", "N", "N", "C", "O", "C", "C", "C", "C", "C", "S", "O", "O", "C", "C", "C", "O", "H", "H", "H", "H", "H", "H", "Hf"], "xyz": [[-3.030, 1.739, 1.141], [-3.477, 0.929, 0.486], [-3.926, 0.034, -0.326], [-2.852, -0.855, -0.771], [-2.186, -1.506, 0.273], [-2.762, -2.259, 1.074], [-0.741, -1.096, 0.229], [0.286, -1.408, 1.116], [1.510, -0.870, 0.858], [1.678, -0.015, -0.340], [3.019, 0.602, -0.598], [2.884, 1.836, 0.681], [3.605, 1.466, 1.845], [1.412, 1.710, 0.898], [0.588, 0.264, -1.262], [-0.598, -0.281, -0.970], [-1.927, -0.190, -1.713], [-2.131, 0.259, -2.773], [0.106, -2.039, 1.981], [2.349, -1.072, 1.522], [3.877, -0.070, -0.490], [3.096, 1.073, -1.587], [3.196, 3.079, 0.196], [0.735, 0.880, -2.146], [-4.971, -2.319, 0.632]], "mulliken_charge": [-0.09, 0.83, -0.88, 0.35, 0.44, -0.70, 1.04, -0.88, 0.02, 0.83, -1.18, 0.85, -0.37, -0.33, -0.33, 0.27, -0.29, -0.26, 0.57, 0.55, 0.42, 0.53, 0.37, 0.56, 1.68]}

---

{"formula": "C8H16O2", "method": "ωB97M-V/def2-TZVPD", "max_force_ev_per_a": 3.4, "e_tot_ha": -464.77006, "e_above_lowest_kcal_mol": 100.2, "smiles": "C=CC(C)C.C=CC(O)O", "gap_ev": 8.249, "homo_ev": -7.89, "symbols": ["C", "C", "C", "O", "O", "H", "H", "H", "H", "H", "H", "C", "C", "C", "C", "C", "H", "H", "H", "H", "H", "H", "H", "H", "H", "H"], "xyz": [[-0.614, -0.401, -2.280], [-1.288, -0.697, -0.949], [-2.242, 0.176, -0.464], [0.097, 0.815, -2.151], [0.209, -1.442, -2.712], [0.580, 0.968, -2.972], [0.811, -1.659, -1.977], [-1.376, -0.303, -3.070], [-1.459, -1.758, -0.816], [-3.068, -0.209, 0.117], [-2.425, 1.103, -0.992], [0.613, 0.709, 1.042], [1.714, 0.699, 2.104], [-0.646, 1.311, 1.586], [0.380, -0.761, 0.555], [1.421, -1.440, -0.004], [0.945, 1.273, 0.167], [-0.243, -1.325, 1.245], [1.401, 0.125, 2.976], [-0.960, 0.870, 2.529], [1.953, 1.714, 2.419], [2.613, 0.232, 1.699], [-0.625, 2.397, 1.637], [-1.501, 1.037, 0.783], [1.515, -2.512, 0.083], [2.194, -0.921, -0.555]], "mulliken_charge": [-0.06, 0.07, -1.26, -0.47, -0.57, 0.30, 0.33, 0.38, 0.53, 0.34, 0.36, 0.69, -1.48, -1.10, 0.13, -1.58, 0.20, 0.43, 0.36, 0.33, 0.41, 0.38, 0.42, 0.01, 0.37, 0.48]}

---

{"formula": "C3H4N2O", "method": "ωB97M-V/def2-TZVPD", "max_force_ev_per_a": 5.8, "e_tot_ha": -301.21973, "e_above_lowest_kcal_mol": 167.9, "gap_ev": 9.184, "homo_ev": -8.78, "symbols": ["C", "N", "O", "N", "C", "C", "H", "H", "H", "H"], "xyz": [[1.557, -0.082, 0.067], [-1.379, 1.051, 0.125], [-1.514, -0.332, -0.057], [2.540, 0.626, 0.214], [0.726, -1.041, -0.146], [-0.523, -1.364, -0.310], [-2.361, 1.462, 0.953], [-1.544, 1.770, -0.585], [3.473, 0.234, 0.246], [-0.974, -2.325, -0.508]], "mulliken_charge": [0.61, -0.53, -0.19, -0.58, -0.31, -0.18, 0.29, 0.24, 0.27, 0.37]}